(1)
{
  "formula": "H5N3",
  "method": "ωB97M-V with the def2-TZVPD basis set",
  "de_lowest_kj_mol": 225.1,
  "spin_multiplicity": 1,
  "charge": 0,
  "lumo_energy_ev": 1.16,
  "elements": ["N", "N", "N", "H", "H", "H", "H", "H"],
  "positions_angstrom": [[0.030, 0.949, -0.909], [0.215, -0.962, 0.435], [-0.581, -0.236, -0.493], [0.799, 1.373, -0.305], [0.545, 0.748, -1.753], [0.129, -1.971, 0.160], [1.191, -0.644, 0.145], [-1.845, -0.018, 0.253]],
  "mulliken_charge": [-0.474, -0.498, -0.255, 0.234, 0.268, 0.265, 0.238, 0.221]
}

=====

(2)
{
  "formula": "H5N3O",
  "method": "ωB97M-V with the def2-TZVPD basis set",
  "de_lowest_kj_mol": 398.4,
  "spin_multiplicity": 1,
  "charge": 0,
  "lumo_energy_ev": 0.41,
  "elements": ["N", "N", "N", "O", "H", "H", "H", "H", "H"],
  "positions_angstrom": [[0.707, 0.268, -0.088], [-0.567, 0.534, -0.187], [-1.438, -0.420, 0.050], [1.045, -1.134, -0.389], [1.780, -1.303, 0.212], [1.318, 1.597, -0.158], [0.696, 2.109, 0.439], [-2.340, -0.361, -0.391], [-1.201, -1.291, 0.512]],
  "mulliken_charge": [-0.017, -0.165, -0.224, -0.506, 0.357, 0.013, 0.068, 0.236, 0.240]
}

=====

(3)
{
  "formula": "H5N3OP",
  "method": "ωB97M-V with the def2-TZVPD basis set",
  "de_lowest_kj_mol": 7.9,
  "spin_multiplicity": 1,
  "charge": -1,
  "lumo_energy_ev": 4.95,
  "elements": ["N", "N", "N", "O", "P", "H", "H", "H", "H", "H"],
  "positions_angstrom": [[0.522, -0.890, -2.899], [0.707, -0.408, -0.369], [-0.507, 1.224, 2.036], [0.687, 0.487, 2.006], [-0.234, -0.274, -1.653], [0.783, 0.223, 1.052], [0.127, -0.806, -3.848], [1.584, -0.820, -0.679], [-1.031, 0.601, 2.541], [-0.841, 0.927, 1.134]],
  "mulliken_charge": [-0.611, -0.623, -0.518, -0.498, -0.206, 0.506, 0.180, 0.270, 0.243, 0.257]
}

=====

(4)
{
  "formula": "H5N3OP",
  "method": "ωB97M-V with the def2-TZVPD basis set",
  "de_lowest_kj_mol": 22.5,
  "spin_multiplicity": 1,
  "charge": -1,
  "lumo_energy_ev": 4.56,
  "elements": ["N", "N", "N", "O", "P", "H", "H", "H", "H", "H"],
  "positions_angstrom": [[-2.955, 0.440, 0.768], [-0.778, -0.018, -0.586], [2.572, 0.215, 0.126], [1.941, -1.153, 0.026], [-2.366, -0.454, -0.441], [1.043, -0.932, -0.267], [-3.845, 0.235, 1.036], [-0.496, 0.712, 0.083], [1.745, 0.822, -0.057], [3.138, 0.133, -0.688]],
  "mulliken_charge": [-0.640, -0.669, -0.491, -0.476, -0.084, 0.396, 0.170, 0.256, 0.296, 0.242]
}

=====

(5)
{
  "formula": "H5N3OP",
  "method": "ωB97M-V with the def2-TZVPD basis set",
  "spin_multiplicity": 3,
  "charge": -1,
  "lumo_energy_ev": [4.70, 2.79],
  "elements": ["N", "N", "N", "O", "P", "H", "H", "H", "H", "H"],
  "positions_angstrom": [[3.256, 0.273, 0.399], [0.666, 0.349, -0.168], [-2.665, -0.488, -0.022], [-2.096, 0.791, -0.281], [2.007, -0.500, -0.308], [-1.181, 0.507, -0.404], [3.934, -0.402, 0.590], [0.886, 1.399, 0.197], [-2.451, -0.917, 0.851], [-2.355, -1.012, -0.854]],
  "mulliken_charge": [-0.547, -0.385, -0.467, -0.460, -0.484, 0.463, 0.232, 0.170, 0.223, 0.256]
}

=====

(6)
{
  "formula": "H5N4O",
  "method": "ωB97M-V with the def2-TZVPD basis set",
  "de_lowest_kj_mol": 46.2,
  "spin_multiplicity": 1,
  "charge": -1,
  "lumo_energy_ev": 4.66,
  "elements": ["N", "N", "N", "N", "O", "H", "H", "H", "H", "H"],
  "positions_angstrom": [[-0.869, 0.821, 1.820], [-0.262, -1.794, -0.807], [0.728, 0.254, -0.930], [-0.128, -0.608, -0.374], [1.395, 0.069, -2.055], [-0.520, -0.173, 1.930], [-1.206, 0.940, 0.790], [0.072, 1.270, 1.765], [0.309, -1.839, -1.675], [0.481, 1.061, -0.465]],
  "mulliken_charge": [-0.856, -0.777, 0.158, 0.009, -0.805, 0.298, 0.341, 0.237, 0.245, 0.150]
}

=====

(7)
{
  "formula": "H5NO",
  "method": "ωB97M-V with the def2-TZVPD basis set",
  "de_lowest_kj_mol": 33.5,
  "spin_multiplicity": 1,
  "charge": 0,
  "lumo_energy_ev": 0.65,
  "smiles": "N.O",
  "elements": ["N", "H", "H", "H", "O", "H", "H"],
  "positions_angstrom": [[1.859, 0.031, -0.081], [2.289, -0.383, 0.739], [1.079, 0.546, 0.306], [1.392, -0.719, -0.627], [-2.381, -0.156, 0.062], [-1.411, 0.061, -0.018], [-2.826, 0.620, -0.381]],
  "mulliken_charge": [-0.680, 0.228, 0.232, 0.247, -0.658, 0.301, 0.329]
}

=====

(8)
{
  "formula": "H5NO2",
  "method": "ωB97M-V with the def2-TZVPD basis set",
  "de_lowest_kj_mol": 131.1,
  "spin_multiplicity": 1,
  "charge": 0,
  "lumo_energy_ev": 0.97,
  "smiles": "OO.N",
  "elements": ["O", "O", "H", "H", "N", "H", "H", "H"],
  "positions_angstrom": [[-0.655, 0.842, -1.021], [-0.199, 1.034, -2.365], [0.079, 0.353, -0.570], [-0.743, 1.816, -2.669], [0.264, -0.771, 1.462], [0.051, -0.915, 2.444], [-0.063, -1.661, 1.235], [1.266, -0.698, 1.484]],
  "mulliken_charge": [-0.359, -0.351, 0.367, 0.329, -0.684, 0.238, 0.217, 0.243]
}

=====

(9)
{
  "formula": "H5NO2P2",
  "method": "ωB97M-V with the def2-TZVPD basis set",
  "de_lowest_kj_mol": 223.1,
  "spin_multiplicity": 1,
  "charge": 0,
  "lumo_energy_ev": 0.49,
  "smiles": "N=[PH3].O=PO",
  "elements": ["N", "P", "H", "H", "H", "H", "O", "P", "O", "H"],
  "positions_angstrom": [[-0.880, -0.326, -1.241], [0.654, -0.626, -1.429], [-1.225, 0.397, -1.902], [1.244, -1.051, -2.643], [0.724, -1.568, -0.383], [1.701, 0.433, -1.165], [0.922, 0.343, 1.264], [-0.444, -0.028, 1.612], [-0.990, 1.154, 2.621], [-1.705, 1.272, 3.267]],
  "mulliken_charge": [-0.634, 0.262, 0.187, 0.082, 0.074, 0.091, -0.412, 0.475, -0.478, 0.351]
}

=====

(10)
{
  "formula": "H5NS",
  "method": "ωB97M-V with the def2-TZVPD basis set",
  "de_lowest_kj_mol": 20.9,
  "spin_multiplicity": 1,
  "charge": 0,
  "lumo_energy_ev": 1.04,
  "smiles": "N.S",
  "elements": ["N", "H", "H", "H", "S", "H", "H"],
  "positions_angstrom": [[1.005, -0.411, -0.826], [1.564, -1.204, -1.166], [1.587, 0.342, -0.963], [0.883, -0.531, 0.144], [-1.424, 0.392, 1.447], [-2.578, 0.162, 0.845], [-1.037, 1.250, 0.520]],
  "mulliken_charge": [-0.618, 0.216, 0.206, 0.214, -0.331, 0.147, 0.166]
}

=====

Number 1: strongest force on any atom 5.0 eV/Å, energy -4547.1791 eV. Number 2: strongest force on any atom 4.5 eV/Å, energy -6592.3677 eV. Number 3: strongest force on any atom 3.5 eV/Å, energy -15886.8461 eV. Number 4: strongest force on any atom 3.5 eV/Å, energy -15886.6948 eV. Number 5: strongest force on any atom 5.3 eV/Å, energy -15883.3306 eV. Number 6: strongest force on any atom 3.6 eV/Å, energy -8086.0793 eV. Number 7: strongest force on any atom 2.0 eV/Å, energy -3618.5733 eV. Number 8: strongest force on any atom 2.6 eV/Å, energy -5663.0597 eV. Number 9: strongest force on any atom 2.0 eV/Å, energy -24242.7585 eV. Number 10: strongest force on any atom 2.8 eV/Å, energy -12406.2282 eV.